Record 1
Density functional theory data (ωB97M-V/def2-TZVPD) for a cluster of 18 separate species, C87H210N12O27 in total in a non-equilibrium geometry.

The gap between HOMO and LUMO comes out at 4.974 eV. The charge is +6. The LUMO energy is -9.45 eV.

Geometry (Å):
C: 3.513 -2.985 4.010
N: 3.283 -4.486 4.370
C: 2.674 -4.648 5.822
C: 2.190 -4.924 3.367
C: 4.567 -5.357 4.098
C: 5.748 -5.151 5.064
O: 6.438 -3.928 5.033
H: 2.643 -2.359 3.814
H: 4.316 -2.924 3.276
H: 3.951 -2.428 4.838
H: 3.555 -4.441 6.430
H: 2.443 -5.711 5.899
H: 1.888 -3.895 5.770
H: 1.309 -4.282 3.385
H: 1.834 -5.908 3.674
H: 2.732 -4.859 2.424
H: 4.748 -5.167 3.040
H: 4.199 -6.381 4.050
H: 6.503 -5.861 4.726
H: 5.438 -5.287 6.100
H: 7.271 -3.982 5.507
C: -2.747 2.749 4.847
N: -3.857 3.817 4.726
C: -3.268 5.070 4.125
C: -4.963 3.306 3.745
C: -4.418 4.045 6.154
C: -4.847 2.808 6.998
O: -5.613 1.811 6.255
H: -2.011 2.950 5.626
H: -2.237 2.919 3.899
H: -3.147 1.741 4.955
H: -2.714 5.698 4.822
H: -4.035 5.736 3.729
H: -2.601 4.917 3.276
H: -4.520 3.275 2.750
H: -5.837 3.932 3.924
H: -5.160 2.260 3.983
H: -5.117 4.874 6.039
H: -3.572 4.476 6.690
H: -5.515 3.147 7.790
H: -3.982 2.310 7.436
H: -6.094 1.196 6.814
C: -2.161 5.138 -1.976
N: -3.658 4.815 -1.525
C: -3.759 4.531 -0.015
C: -4.560 6.026 -1.688
C: -4.121 3.500 -2.245
C: -4.568 3.595 -3.732
O: -3.655 4.131 -4.703
H: -2.113 5.296 -3.054
H: -1.533 4.251 -1.889
H: -1.765 5.961 -1.382
H: -2.995 3.813 0.284
H: -4.735 4.190 0.329
H: -3.551 5.455 0.524
H: -5.559 5.610 -1.555
H: -4.492 6.284 -2.745
H: -4.392 6.803 -0.942
H: -5.066 3.202 -1.792
H: -3.287 2.798 -2.207
H: -5.502 4.138 -3.878
H: -4.948 2.626 -4.056
H: -3.126 3.340 -4.834
C: 7.256 3.909 -1.214
N: 6.729 4.794 -0.005
C: 7.295 4.298 1.309
C: 7.184 6.219 -0.191
C: 5.145 4.818 0.100
C: 4.450 3.431 -0.219
O: 4.725 2.489 0.710
H: 7.172 2.862 -0.922
H: 8.333 4.053 -1.298
H: 6.577 4.276 -1.983
H: 6.799 4.951 2.026
H: 8.327 4.627 1.191
H: 7.083 3.257 1.552
H: 6.970 6.894 0.637
H: 6.586 6.640 -1.000
H: 8.248 6.153 -0.417
H: 4.836 5.460 -0.725
H: 4.841 5.076 1.114
H: 4.716 3.271 -1.264
H: 3.362 3.473 -0.173
H: 4.492 1.628 0.355
C: 0.540 -2.061 0.442
N: 0.038 -0.669 0.948
C: -0.996 -0.855 2.066
C: 1.291 -0.087 1.632
C: -0.437 0.296 -0.203
C: -1.614 -0.321 -0.985
O: -1.213 -1.167 -1.971
H: -0.326 -2.719 0.373
H: 1.239 -2.419 1.197
H: 0.936 -1.725 -0.517
H: -0.518 -1.580 2.724
H: -1.955 -1.199 1.680
H: -1.263 0.123 2.467
H: 2.100 0.111 0.929
H: 1.749 -0.700 2.408
H: 0.921 0.811 2.128
H: 0.413 0.571 -0.826
H: -0.826 1.155 0.344
H: -2.125 0.557 -1.381
H: -2.282 -0.860 -0.313
H: -1.592 -0.749 -2.748
C: -0.153 -8.163 -3.659
C: -0.043 -7.218 -2.402
C: 1.294 -6.477 -2.377
N: 1.380 -5.081 -3.230
C: 0.220 -4.179 -2.754
C: 2.789 -4.415 -3.014
C: 3.422 -4.195 -4.354
C: 2.267 -4.100 -5.294
C: 1.348 -5.177 -4.799
H: 0.621 -8.109 -4.424
H: -0.939 -7.721 -4.270
H: -0.181 -9.211 -3.363
H: -0.023 -7.750 -1.451
H: -0.874 -6.517 -2.318
H: 2.171 -7.092 -2.583
H: 1.427 -6.075 -1.372
H: 0.493 -4.075 -1.704
H: -0.751 -4.633 -2.952
H: 0.288 -3.265 -3.344
H: 2.645 -3.448 -2.531
H: 3.316 -5.118 -2.369
H: 4.087 -3.348 -4.525
H: 4.113 -5.019 -4.531
H: 1.783 -3.124 -5.286
H: 2.679 -4.336 -6.275
H: 0.402 -5.522 -5.217
H: 1.879 -6.119 -4.933
C: -1.029 -5.471 -13.607
C: -0.494 -5.438 -12.156
C: -1.336 -4.511 -11.285
N: -1.079 -4.547 -9.758
C: -1.567 -5.905 -9.128
C: -1.796 -3.395 -9.022
C: -0.994 -3.099 -7.798
C: 0.393 -3.686 -8.012
C: 0.419 -4.280 -9.419
H: -0.626 -4.596 -14.116
H: -2.098 -5.257 -13.601
H: -0.859 -6.294 -14.300
H: 0.531 -5.074 -12.087
H: -0.570 -6.443 -11.742
H: -2.418 -4.628 -11.228
H: -1.171 -3.465 -11.545
H: -2.655 -5.975 -9.121
H: -1.037 -6.101 -8.196
H: -1.269 -6.785 -9.697
H: -2.847 -3.627 -8.848
H: -1.744 -2.611 -9.777
H: -1.357 -3.463 -6.837
H: -0.858 -2.038 -7.586
H: 0.493 -4.553 -7.359
H: 1.011 -2.796 -7.892
H: 0.938 -5.208 -9.658
H: 0.596 -3.396 -10.032
C: -0.096 4.514 -5.626
C: 1.262 3.678 -5.665
C: 1.609 2.918 -4.408
N: 2.658 1.724 -4.538
C: 4.163 2.199 -4.771
C: 2.642 0.989 -3.239
C: 1.771 -0.268 -3.333
C: 1.991 -0.667 -4.761
C: 2.109 0.646 -5.539
H: -0.135 5.367 -6.303
H: -0.170 4.887 -4.604
H: -0.981 3.918 -5.850
H: 2.144 4.189 -6.051
H: 1.195 2.933 -6.457
H: 0.655 2.467 -4.135
H: 1.763 3.518 -3.511
H: 4.744 1.290 -4.614
H: 4.483 2.982 -4.083
H: 4.264 2.554 -5.796
H: 3.620 0.547 -3.046
H: 2.507 1.661 -2.391
H: 1.947 -1.017 -2.561
H: 0.730 0.049 -3.263
H: 2.886 -1.264 -4.936
H: 1.078 -1.195 -5.036
H: 2.745 0.712 -6.422
H: 1.121 0.943 -5.892
C: 6.239 -0.564 4.175
C: 5.759 0.223 5.445
N: 5.697 1.777 5.293
C: 5.015 2.435 6.517
C: 7.124 2.421 5.134
C: 8.110 2.103 6.280
C: 4.850 2.222 4.053
C: 3.393 1.627 4.079
O: 2.488 2.208 5.054
C: 1.315 1.487 5.313
H: 6.324 -1.576 4.570
H: 7.245 -0.228 3.924
H: 5.629 -0.619 3.274
H: 6.321 0.170 6.377
H: 4.795 -0.141 5.801
H: 5.571 2.533 7.449
H: 4.086 1.886 6.668
H: 4.711 3.423 6.171
H: 7.075 3.501 4.996
H: 7.504 1.995 4.205
H: 7.777 2.309 7.297
H: 9.111 2.536 6.287
H: 8.410 1.068 6.119
H: 5.219 1.854 3.096
H: 4.746 3.307 4.076
H: 3.376 0.539 4.144
H: 2.972 1.823 3.093
H: 0.756 1.439 4.379
H: 0.792 2.019 6.108
H: 1.470 0.456 5.631
C: -7.736 -1.766 4.505
C: -6.925 -2.605 3.671
N: -5.493 -3.029 4.204
C: -5.666 -4.127 5.363
C: -4.688 -3.629 2.981
C: -5.268 -4.797 2.197
C: -4.823 -1.702 4.693
C: -3.330 -1.705 4.889
O: -3.098 -2.501 6.061
C: -1.689 -2.615 6.291
H: -7.380 -0.751 4.686
H: -7.748 -2.320 5.443
H: -8.749 -1.753 4.102
H: -6.666 -1.956 2.834
H: -7.485 -3.474 3.325
H: -6.409 -3.877 6.121
H: -4.621 -4.283 5.630
H: -5.878 -5.122 4.971
H: -3.733 -4.005 3.347
H: -4.607 -2.793 2.287
H: -5.472 -5.638 2.861
H: -4.545 -5.179 1.476
H: -6.261 -4.680 1.763
H: -5.413 -1.321 5.527
H: -5.111 -0.996 3.914
H: -3.007 -0.702 5.169
H: -2.836 -2.048 3.980
H: -1.217 -1.695 6.634
H: -0.925 -2.954 5.590
H: -1.585 -3.142 7.239
C: 2.094 5.124 3.404
C: 1.193 5.331 4.696
N: 1.417 6.561 5.615
C: 0.314 6.479 6.709
C: 2.849 6.373 6.317
C: 3.058 7.328 7.549
C: 1.317 7.908 4.930
C: 0.085 8.234 4.077
O: -1.098 7.914 4.627
C: -1.622 8.915 5.581
H: 1.846 4.138 3.011
H: 3.101 4.768 3.618
H: 2.090 5.876 2.614
H: 1.423 4.420 5.249
H: 0.168 5.483 4.358
H: 0.239 7.377 7.323
H: 0.572 5.599 7.298
H: -0.576 6.321 6.099
H: 3.683 6.515 5.630
H: 2.737 5.335 6.629
H: 2.908 6.641 8.381
H: 2.355 8.161 7.585
H: 4.077 7.700 7.651
H: 2.220 7.935 4.319
H: 1.269 8.610 5.762
H: 0.199 7.740 3.113
H: 0.179 9.289 3.822
H: -1.116 8.840 6.543
H: -2.704 8.819 5.673
H: -1.576 9.964 5.287
C: -7.888 -1.301 -4.712
C: -6.828 -2.385 -4.768
N: -5.487 -2.050 -4.099
C: -4.558 -3.257 -4.127
C: -4.820 -0.839 -4.836
C: -4.660 -1.007 -6.329
C: -5.923 -1.749 -2.597
C: -5.004 -2.175 -1.371
O: -4.575 -3.528 -1.405
C: -3.265 -3.717 -0.838
H: -8.035 -0.850 -3.730
H: -8.833 -1.652 -5.126
H: -7.508 -0.557 -5.412
H: -6.811 -2.624 -5.831
H: -7.172 -3.317 -4.320
H: -3.671 -2.996 -3.549
H: -4.301 -3.538 -5.148
H: -5.019 -4.047 -3.533
H: -3.935 -0.508 -4.292
H: -5.435 -0.006 -4.494
H: -4.201 -0.168 -6.851
H: -5.578 -1.216 -6.878
H: -3.979 -1.846 -6.473
H: -6.734 -2.436 -2.353
H: -6.386 -0.773 -2.450
H: -5.391 -1.949 -0.377
H: -4.176 -1.472 -1.456
H: -2.456 -3.218 -1.373
H: -3.007 -4.776 -0.847
H: -3.278 -3.424 0.211
O: -0.397 -5.101 0.394
C: -1.138 -5.128 1.495
O: -1.927 -6.105 1.694
O: -0.949 -4.279 2.381
H: -0.730 -5.987 0.234
O: 4.710 -2.335 -0.699
C: 4.388 -1.325 0.052
O: 4.522 -0.131 -0.269
O: 3.885 -1.707 1.118
H: 4.511 -3.060 -0.101
O: -1.527 -0.032 -5.754
C: -2.073 0.994 -5.102
O: -1.941 1.165 -3.877
O: -2.641 1.837 -5.854
H: -1.592 0.362 -6.627
O: 5.966 -4.517 -1.876
C: 5.662 -5.447 -0.995
O: 4.975 -5.131 0.045
O: 6.196 -6.542 -1.170
H: 5.549 -3.712 -1.561
O: 1.129 2.928 0.563
C: 0.042 3.582 1.165
O: -0.322 4.683 0.709
O: -0.551 2.925 2.098
H: 1.232 3.732 0.049
O: -3.762 0.768 2.220
C: -4.655 0.624 1.252
O: -4.348 1.187 0.147
O: -5.746 0.079 1.481
H: -3.362 1.476 1.711

Atomic partial charges in e from the Löwdin method, atoms 1 to 6: number 1, C, carries -0.01; number 2, N, carries -0.30; number 3, C, carries 0.07; number 4, C, carries 0.01; number 5, C, carries -0.04; number 6, C, carries -0.21

Record 2
Density functional theory data (ωB97M-V/def2-TZVPD) for the molecule C3H8O2S2 in a non-equilibrium geometry.

The energy above the lowest of the compared OMol25 structures with the same formula, charge and spin is 4.686 eV. The gap between HOMO and LUMO (spin up / spin down) comes out at 7.953 / 7.953 eV. The LUMO energy (spin up / spin down) is 0.09 / 0.09 eV.

Geometry (Å):
C: 0.380 -2.294 -0.067
C: -0.936 2.212 -0.232
C: 1.132 0.051 1.045
O: -1.503 -0.186 -0.045
O: 0.233 0.308 -1.893
S: -0.078 -0.998 1.076
S: -1.037 0.679 -1.299
H: -0.305 -3.155 -0.136
H: 1.293 -2.628 0.200
H: 0.318 -1.969 -0.999
H: -1.604 2.912 -0.598
H: 0.076 2.620 -0.184
H: -1.218 1.909 0.718
H: 1.254 0.720 1.894
H: 1.995 -0.182 0.521

Atomic partial charges in e from the Löwdin method, atoms 1 to 6: number 1, C, carries -0.24; number 2, C, carries -0.21; number 3, C, carries -0.36; number 4, O, carries -0.71; number 5, O, carries -0.51; number 6, S, carries 1.04

Record 3
Density functional theory data (ωB97M-V/def2-TZVPD) for a structure of composition C23H28BrF17N2P in a non-equilibrium geometry.

The gap between HOMO and LUMO comes out at 4.153 eV. The charge is +1. The LUMO energy is -5.13 eV.

Geometry (Å):
C: -7.875 2.423 2.355
C: -6.814 1.875 1.294
P: -5.611 0.661 2.119
C: -5.684 1.103 3.924
N: -3.916 1.039 1.403
Br: -3.292 2.569 2.397
C: -4.149 1.311 -0.025
C: -3.709 2.498 -0.733
C: -3.945 2.677 -2.147
C: -4.613 1.656 -2.932
C: -5.075 0.467 -2.243
C: -4.840 0.308 -0.840
C: -2.952 -0.086 1.715
F: -2.788 -0.055 3.069
F: -3.620 -1.257 1.467
C: -1.636 -0.131 0.861
F: -1.992 -0.764 -0.317
F: -1.160 1.097 0.475
C: -0.433 -1.001 1.406
F: -0.811 -2.305 1.094
F: -0.268 -1.027 2.753
C: 0.946 -0.808 0.639
F: 1.539 -2.060 0.701
F: 0.786 -0.614 -0.708
C: 2.007 0.163 1.246
F: 2.319 -0.037 2.562
F: 3.184 -0.147 0.583
C: 1.835 1.718 1.034
F: 1.409 2.076 -0.225
F: 3.125 2.218 1.074
C: 1.082 2.500 2.190
F: 2.045 2.809 3.126
F: 0.133 1.777 2.855
C: 0.546 3.917 1.710
F: -0.593 3.831 0.974
F: 0.231 4.669 2.810
F: 1.507 4.586 1.047
H: -8.414 1.609 2.888
H: -8.585 3.091 1.800
H: -7.358 3.100 3.085
H: -6.278 2.795 0.930
H: -7.396 1.397 0.476
H: -5.638 2.191 4.160
H: -4.947 0.524 4.542
H: -6.693 0.751 4.280
H: -3.163 3.307 -0.212
H: -3.618 3.603 -2.665
H: -4.782 1.747 -4.022
H: -5.579 -0.350 -2.801
H: -5.190 -0.609 -0.321
C: 8.122 -4.031 -2.652
C: 6.816 -3.837 -1.892
N: 6.402 -2.447 -1.785
C: 5.317 -2.242 -0.835
C: 3.961 -2.883 -1.148
C: 6.278 -1.717 -3.039
C: 5.314 -2.267 -4.093
H: 8.925 -3.438 -2.211
H: 8.418 -5.081 -2.615
H: 8.026 -3.759 -3.706
H: 6.972 -4.233 -0.884
H: 6.040 -4.462 -2.357
H: 5.172 -1.168 -0.683
H: 5.650 -2.618 0.139
H: 3.430 -2.341 -1.932
H: 3.329 -2.854 -0.259
H: 4.055 -3.928 -1.446
H: 7.272 -1.648 -3.491
H: 6.011 -0.677 -2.824
H: 5.397 -3.348 -4.215
H: 5.538 -1.814 -5.064
H: 4.278 -2.021 -3.863

Atomic partial charges in e from the Löwdin method, atoms 1 to 6: number 1, C, carries -0.15; number 2, C, carries -0.36; number 3, P, carries 1.02; number 4, C, carries -0.32; number 5, N, carries -0.52; number 6, Br, carries 1.04

Record 4
Density functional theory data (ωB97M-V/def2-TZVPD) for a structure of composition C20H36AuN4P2S.

The energy above the lowest of the compared OMol25 structures with the same formula, charge and spin is 0.757 eV. Its spin multiplicity is 3. The gap between HOMO and LUMO (spin up / spin down) comes out at 7.282 / 5.347 eV. The charge is +1. The LUMO energy (spin up / spin down) is -3.07 / -5.00 eV.

Geometry (Å):
Au: -0.936 0.234 0.208
C: -0.177 0.328 3.741
P: 0.438 -0.061 2.075
C: 0.560 -1.901 2.170
N: 1.206 -2.386 3.202
C: 1.303 -3.731 3.328
C: 2.013 -4.286 4.419
C: 2.102 -5.640 4.541
C: 1.489 -6.497 3.592
C: 0.795 -5.987 2.536
C: 0.693 -4.584 2.383
N: 0.001 -4.069 1.339
C: -0.064 -2.766 1.212
P: -1.068 -2.124 -0.202
C: -2.574 -3.129 -0.015
C: -0.242 -2.752 -1.744
C: 1.160 -2.144 -1.806
C: -1.074 -2.223 -2.919
C: -0.153 -4.275 -1.835
C: 2.191 0.552 2.026
C: 2.912 -0.187 0.898
C: 2.116 2.047 1.695
C: 2.944 0.365 3.344
H: 0.407 -0.190 4.501
H: -1.218 0.016 3.811
H: -0.131 1.405 3.908
H: 2.469 -3.612 5.132
H: 2.645 -6.075 5.370
H: 1.576 -7.568 3.716
H: 0.316 -6.619 1.801
H: -2.330 -4.184 0.097
H: -3.222 -2.985 -0.879
H: -3.110 -2.791 0.872
H: 1.121 -1.051 -1.784
H: 1.646 -2.448 -2.735
H: 1.785 -2.483 -0.976
H: -1.175 -1.136 -2.881
H: -2.075 -2.656 -2.939
H: -0.583 -2.489 -3.857
H: 0.444 -4.699 -1.030
H: 0.315 -4.543 -2.786
H: -1.137 -4.743 -1.811
H: 2.343 -0.136 -0.035
H: 3.071 -1.238 1.144
H: 3.891 0.267 0.729
H: 1.624 2.219 0.735
H: 3.129 2.455 1.650
H: 1.571 2.608 2.457
H: 2.976 -0.678 3.652
H: 2.497 0.949 4.149
H: 3.969 0.721 3.214
N: -0.436 1.631 -1.736
C: -1.385 2.752 -1.747
C: -2.782 2.262 -1.405
N: -2.803 1.679 -0.055
H: 0.523 1.962 -1.717
H: -0.534 1.079 -2.581
H: -1.412 3.268 -2.710
H: -1.056 3.477 -0.999
H: -3.073 1.479 -2.109
H: -3.494 3.084 -1.511
H: -3.665 1.173 0.105
H: -2.761 2.411 0.645
S: 3.182 2.217 -1.741

Atomic partial charges in e from the Löwdin method, atoms 1 to 6: number 1, Au, carries 0.52; number 2, C, carries -0.24; number 3, P, carries 0.87; number 4, C, carries -0.38; number 5, N, carries 0.14; number 6, C, carries -0.20